1.
Below is 15 unconnected molecules or ions with the total composition C17H64N6O15 in a non-equilibrium geometry, with properties calculated with ωB97M-V with the def2-TZVPD basis set.

Output
Energy relative to the best compared isomer or geometry (same formula, charge and spin): 235.7 kJ/mol
Lowest unoccupied orbital energy: -0.4 eV

```
102
C17H64N6O15, DFT ωB97M-V with the def2-TZVPD basis set
C 1.3736 -0.7510 0.3463
C 0.1926 -0.2560 -0.3247
O -0.3254 0.9040 0.2093
H 2.1266 0.0720 0.5603
H 1.6776 -1.5870 -0.2967
H 1.1636 -1.1510 1.3773
H -0.6154 -1.0280 -0.2677
H 0.3006 -0.2070 -1.4177
H -0.6874 0.6450 1.0493
C -4.3684 3.8160 0.6893
C -4.2144 2.5070 1.3473
O -3.5394 1.6810 0.4993
H -4.9454 4.5070 1.2783
H -4.7794 3.8500 -0.2997
H -3.3954 4.1620 0.4483
H -5.1334 1.9740 1.6353
H -3.6184 2.6760 2.2513
H -3.3754 0.9120 1.0463
C -0.7034 -2.1220 -3.0337
O 0.7056 -2.2800 -2.6637
N -1.5954 -2.8970 -2.6677
N -1.0964 -1.0290 -3.6337
H -1.4074 -3.7560 -2.0587
H -2.4894 -2.7940 -3.1167
H -0.2564 -0.3820 -3.7897
H -2.0754 -0.6920 -3.6507
C 2.4236 2.5680 -1.3967
O 1.7516 2.3810 -2.5497
N 1.7806 2.4950 -0.2827
N 3.6736 2.9920 -1.2807
H 1.0126 1.8430 -0.3447
H 2.4236 2.4540 0.5733
H 4.2236 3.1890 -2.1757
H 4.2216 3.0450 -0.4457
C -4.8104 -0.6090 2.6563
O -6.0294 -0.3900 1.9823
N -4.6684 -0.2950 3.8863
N -3.7254 -1.1040 2.1033
H -5.5594 -0.0770 4.3753
H -3.7384 0.0710 4.2223
H -3.7774 -1.4200 1.1023
H -2.7814 -0.7350 2.3483
C 5.1756 -1.1390 2.3993
O 5.2316 0.1850 2.6373
H 4.5386 -1.2760 1.5233
H 4.6246 -1.7760 3.1303
H 6.1746 -1.5570 2.1543
H 5.8286 0.3190 3.3683
C -0.9424 -1.1480 3.1483
O -1.2824 0.1100 2.5943
H 0.0616 -0.9790 3.3923
H -1.1294 -1.9290 2.4363
H -1.5874 -1.4180 3.9793
H -1.3264 0.7110 3.3703
C -1.4984 2.4620 -2.2087
O -2.7454 3.0440 -1.7717
H -1.6414 1.4280 -2.1187
H -0.9034 2.7820 -1.4557
H -1.2704 2.6540 -3.2237
H -3.0354 2.5060 -1.0567
C 0.7876 1.4850 -5.5697
O 0.8446 0.7690 -4.3207
H 0.2396 2.4830 -5.5477
H 0.2226 0.9320 -6.3307
H 1.7066 1.9080 -5.9557
H 1.2476 1.3450 -3.5937
C -0.7564 4.0740 1.1863
O 0.5646 4.3860 1.0643
H -1.1574 4.6400 2.0283
H -0.9294 3.0230 1.3103
H -1.3724 4.4070 0.3123
H 0.8736 3.5920 0.5993
C 2.2906 -5.6610 -1.0927
O 2.1066 -4.3330 -1.3607
H 2.7536 -5.8120 -0.1157
H 2.7656 -6.0870 -1.9897
H 1.3416 -6.1660 -1.0487
H 2.0416 -4.1860 -2.3567
C 1.1556 -3.9580 1.8883
O 2.1056 -3.1070 2.5603
H 1.8016 -4.8440 1.6553
H 0.6256 -3.5760 0.9853
H 0.4686 -4.4680 2.6443
H 1.8876 -2.8390 3.4353
C 2.1326 1.5920 2.6553
O 3.3076 1.7940 1.8583
H 1.4246 2.3760 2.4483
H 2.3506 1.6520 3.7313
H 1.7226 0.6040 2.6093
H 3.8906 1.0030 1.9383
C -3.9224 -1.1010 -1.0337
O -2.9894 -1.9440 -0.4247
H -4.5744 -1.4930 -1.7077
H -3.2864 -0.3020 -1.4827
H -4.6704 -0.6440 -0.4357
H -2.3294 -2.2760 -1.0597
C 3.9366 -0.8610 -2.1027
O 3.9406 -2.2500 -2.2507
H 2.8866 -0.5160 -1.9107
H 4.2786 -0.5270 -3.1017
H 4.6206 -0.5870 -1.3287
H 4.0536 -2.6890 -1.3737
```

=====

2.
Below is 2 unconnected molecules or ions with the total composition C3H12N3O2 in a non-equilibrium geometry, with properties calculated with ωB97M-V with the def2-TZVPD basis set.

Output
Energy relative to the best compared isomer or geometry (same formula, charge and spin): 49.5 kJ/mol
Total charge: +1
Lowest unoccupied orbital energy: -3.0 eV

```
20
C3H12N3O2, DFT ωB97M-V with the def2-TZVPD basis set
N 0.7608 -1.3641 0.7799
C 1.1829 -1.0139 -0.6403
C -0.0649 -1.1039 -1.5470
N 0.1846 -0.5753 -2.8464
H -0.1821 -1.0361 1.0374
H 0.8568 -2.3955 0.9403
H 1.3803 -0.9136 1.4451
H 1.5215 0.0302 -0.6112
H 2.0103 -1.6866 -0.9090
H -0.3086 -2.1818 -1.6238
H -0.8864 -0.6011 -0.9540
H -0.6058 -0.8587 -3.4171
H 0.0562 0.4681 -2.7961
N -1.5626 2.3503 1.5945
C -0.7356 1.2814 1.6946
O 0.5814 1.6372 1.4595
O -1.0294 0.1225 1.9407
H -2.5497 2.1110 1.4598
H -1.2312 3.2012 1.1300
H 0.6215 2.5286 1.8629
```

=====

3.
Below is 2 unconnected molecules or ions with the total composition C24H29N3O3 in a non-equilibrium geometry, with properties calculated with ωB97M-V with the def2-TZVPD basis set.

Output
Energy relative to the best compared isomer or geometry (same formula, charge and spin): 302.9 kJ/mol
Lowest unoccupied orbital energy: 0.4 eV

```
59
C24H29N3O3, DFT ωB97M-V with the def2-TZVPD basis set
C -3.3216 0.9102 -6.0099
N -3.9126 1.9578 -5.1756
C -3.3529 2.5886 -4.1376
O -3.9966 3.4350 -3.5273
C -1.9261 2.2227 -3.6850
C -1.9982 1.1168 -2.6181
C -0.6651 0.5155 -2.2238
C 0.0157 0.9746 -1.0800
C 1.2538 0.4107 -0.7242
C 1.8146 -0.6102 -1.5107
C 1.1389 -1.0670 -2.6559
C -0.1006 -0.5064 -3.0107
N -1.2468 3.4026 -3.1345
C 0.0283 3.7723 -3.2445
C 0.9870 2.9813 -4.1117
O 0.4289 4.7692 -2.6654
H -2.4944 1.3178 -6.5952
H -4.0759 0.5208 -6.6967
H -2.9598 0.0878 -5.3896
H -4.8494 2.2639 -5.3943
H -1.3742 1.8493 -4.5445
H -2.4856 1.5164 -1.7272
H -2.6319 0.3106 -2.9901
H -0.4075 1.7666 -0.4776
H 1.7787 0.7676 0.1511
H 2.7681 -1.0398 -1.2352
H 1.5740 -1.8490 -3.2618
H -0.6183 -0.8636 -3.8887
H -1.8239 4.0249 -2.5874
H 0.6155 2.9486 -5.1327
H 1.1024 1.9771 -3.7139
H 1.9552 3.4795 -4.0970
C 2.8808 -4.2876 -0.0882
C 3.0447 -3.5442 1.0595
C 1.9910 -2.6991 1.6031
N 2.1862 -2.0620 2.7270
C 1.0762 -1.2189 3.2140
C 1.5583 0.2184 3.4626
C 0.8123 0.7257 4.7041
C 0.4163 -0.5364 5.4001
C -0.0747 -0.6839 6.7001
O -0.2360 0.4083 7.5066
C -0.4025 -1.9642 7.1613
C -0.2347 -3.0810 6.3293
C 0.2621 -2.9166 5.0300
C 0.5830 -1.6352 4.5697
H 3.6837 -4.9128 -0.4687
H 1.9479 -4.2726 -0.6455
H 3.9869 -3.5833 1.5978
H 1.0501 -2.6123 1.0678
H 0.2288 -1.2071 2.5183
H 1.3739 0.8588 2.5960
H 2.6340 0.2186 3.6670
H -0.0781 1.2967 4.4227
H 1.4536 1.3534 5.3310
H -0.4856 0.1301 8.4003
H -0.7898 -2.1000 8.1646
H -0.4901 -4.0731 6.6893
H 0.4020 -3.7716 4.3760
```

=====

4.
Below is a molecular structure, C4H15BF4O4Ti3 in a non-equilibrium geometry, with properties calculated with ωB97M-V with the def2-TZVPD basis set.

Output
Multiplicity: 10
Total charge: +1
Lowest unoccupied orbital energy (spin up / spin down): -3.8 / -4.3 eV

```
31
C4H15BF4O4Ti3, DFT ωB97M-V with the def2-TZVPD basis set
Ti 3.8045 -16.0170 -22.4364
Ti 0.4460 -14.5436 -22.8236
Ti 2.7071 -14.9110 -19.4118
O 2.3786 -14.4348 -21.6884
H 2.6444 -13.6143 -22.1474
B 0.0868 -14.2290 -25.4494
F 1.0488 -13.5948 -24.6693
F -0.7436 -13.2828 -25.8292
F 0.7039 -14.7661 -26.5154
F -0.5632 -15.2477 -24.8093
C 4.0269 -11.5032 -22.3664
O 4.1460 -12.4430 -21.2663
H 3.7911 -10.5182 -21.9636
H 5.0187 -11.3722 -22.7992
H 3.3927 -11.6867 -23.2338
H 3.5215 -13.1696 -21.3259
C 0.8193 -11.7133 -20.6943
O -0.0873 -12.3012 -21.5973
H 1.4079 -12.5078 -20.2355
H 1.5776 -11.0991 -21.1798
H 0.2981 -11.0600 -19.9945
H -0.4153 -11.5924 -22.1554
C -2.4157 -15.2854 -21.6707
C -1.5004 -16.2107 -20.8897
O -0.3981 -16.5003 -21.7180
H -2.4345 -15.5742 -22.7216
H -2.0029 -14.2915 -21.8434
H -3.4353 -15.1505 -21.3096
H -2.0222 -17.1195 -20.5901
H -1.1021 -15.6437 -20.0483
H 0.3730 -16.5454 -21.1478
```

=====

5.
Below is 2 unconnected molecules or ions with the total composition C15H18O in a non-equilibrium geometry, with properties calculated with ωB97M-V with the def2-TZVPD basis set.

Output
Energy relative to the best compared isomer or geometry (same formula, charge and spin): 363.7 kJ/mol
Lowest unoccupied orbital energy: 0.7 eV

```
34
C15H18O, DFT ωB97M-V with the def2-TZVPD basis set
C 0.0166 -3.7053 -0.9120
C 0.8909 -2.5562 -0.5853
C -0.1911 -1.6215 0.1131
C -0.8176 -0.8569 -0.7168
C -2.0761 -0.2847 -0.2115
C -2.3541 -0.3961 1.1794
O -3.4886 0.0883 1.8353
C -1.3057 -0.9936 2.0189
C -0.1945 -1.6996 1.5385
H -0.5521 -4.0130 -0.0387
H 0.4796 -4.5592 -1.4072
H -0.7039 -3.3433 -1.7563
H 1.7101 -2.8246 0.0441
H 1.3488 -2.2066 -1.4674
H -0.5699 -0.5698 -1.7007
H -2.9327 0.1350 -0.7742
H -4.0351 0.4802 1.0183
H -1.5625 -1.0056 3.1437
H 0.5673 -2.1953 2.2740
C -0.5876 2.0443 -1.9392
C 0.6345 1.7575 -1.0672
C 0.6133 2.1025 0.3199
C 1.7843 2.1358 1.0626
C 3.0606 1.8678 0.4897
C 3.0180 1.6205 -0.9022
C 1.7977 1.2978 -1.6625
H -0.7965 3.1091 -2.0695
H -1.4276 1.4231 -1.5004
H -0.4744 1.7037 -2.9484
H -0.2919 2.2478 0.8133
H 1.7087 2.3924 2.1345
H 3.9649 2.2546 1.1762
H 3.9556 1.3315 -1.4093
H 1.7863 0.6599 -2.5674
```

=====

6.
Below is a gas-phase ion, C4H6N3 (charge +1) in a non-equilibrium geometry, with properties calculated with ωB97M-V with the def2-TZVPD basis set.

Output
Energy relative to the best compared isomer or geometry (same formula, charge and spin): 556.2 kJ/mol
Total charge: +1
Lowest unoccupied orbital energy (spin up / spin down): -7.7 / -7.9 eV

```
13
C4H6N3, DFT ωB97M-V with the def2-TZVPD basis set
C -0.3782 -1.5694 0.1169
C 0.9234 -1.0355 -0.5415
C -1.3462 -0.4432 0.5175
C 1.2631 0.3743 -0.7432
N -0.4630 -2.7877 0.3674
N 1.4085 -3.2979 -0.8058
N 1.7104 -2.1928 -0.9448
H -1.2945 0.2597 -0.2179
H -1.1443 -0.1661 1.5229
H -2.3719 -0.7750 0.4920
H 0.7980 0.6191 -1.7276
H 2.3329 0.5076 -0.7269
H 0.7172 0.9256 -0.0248
```